{"formula": "C46H51MnN11O3STe", "method": "the ωB97M-V functional and the def2-TZVPD basis", "s_squared": 8.79, "homo_ev": [-4.8, -6.4], "lumo_energy_ev": [0.45, -1.13], "multiplicity": 6, "charge": 0, "gap_ev": [5.28, 5.27], "elements": ["Mn", "N", "C", "C", "O", "O", "H", "H", "H", "H", "C", "N", "C", "C", "N", "C", "C", "C", "C", "C", "C", "C", "C", "C", "N", "C", "N", "C", "C", "N", "C", "C", "C", "N", "C", "C", "H", "H", "H", "H", "H", "H", "H", "H", "H", "H", "H", "H", "H", "H", "H", "H", "H", "H", "H", "H", "H", "H", "H", "H", "H", "H", "H", "H", "H", "H", "C", "O", "C", "C", "C", "C", "C", "C", "C", "N", "C", "C", "N", "C", "C", "C", "C", "N", "C", "C", "N", "C", "C", "C", "C", "H", "H", "H", "H", "H", "H", "H", "H", "H", "H", "H", "H", "H", "H", "Te", "C", "C", "C", "C", "S", "H", "H", "H"], "positions_angstrom": [[-1.242, 1.039, 0.501], [-2.158, 0.875, 3.381], [-3.511, 1.403, 3.215], [-3.948, 1.576, 1.756], [-5.031, 2.113, 1.558], [-3.196, 1.084, 0.833], [-2.154, -0.122, 3.228], [-1.848, 1.013, 4.336], [-3.575, 2.380, 3.697], [-4.284, 0.773, 3.667], [0.300, 2.060, -3.782], [-0.262, 0.734, -3.618], [-0.372, -0.010, -4.862], [-1.077, 0.437, -2.556], [-1.620, 1.339, -1.770], [-2.252, 2.432, -2.369], [-2.878, 2.235, -3.585], [-3.539, 3.256, -4.280], [-3.632, 4.493, -3.724], [-3.117, 4.725, -2.425], [-3.374, 5.986, -1.831], [-3.031, 6.222, -0.538], [-2.336, 5.234, 0.175], [-1.950, 4.045, -0.397], [-1.171, 3.177, 0.414], [-0.212, 3.662, 1.150], [0.560, 4.749, 0.875], [0.671, 5.336, -0.451], [1.124, 5.554, 1.952], [0.070, 2.921, 2.303], [-0.834, 3.153, 3.421], [1.442, 2.633, 2.685], [-2.403, 3.710, -1.718], [-1.253, -0.883, -2.300], [-2.557, -1.349, -1.845], [-0.240, -1.888, -2.557], [-0.364, 2.714, -4.356], [1.253, 1.969, -4.305], [0.480, 2.505, -2.809], [-0.730, 0.659, -5.650], [-1.085, -0.824, -4.757], [0.592, -0.423, -5.169], [-2.873, 1.236, -4.008], [-3.986, 3.046, -5.244], [-4.142, 5.302, -4.231], [-3.898, 6.732, -2.416], [-3.278, 7.160, -0.058], [-2.084, 5.408, 1.214], [0.326, 4.645, -1.214], [1.722, 5.569, -0.636], [0.077, 6.248, -0.540], [0.368, 5.812, 2.695], [1.491, 6.482, 1.519], [1.959, 5.064, 2.450], [-1.851, 3.273, 3.051], [-0.550, 4.042, 4.001], [-0.808, 2.292, 4.088], [2.103, 2.727, 1.826], [1.492, 1.601, 3.037], [1.802, 3.282, 3.493], [-3.039, -0.587, -1.237], [-2.428, -2.254, -1.255], [-3.203, -1.584, -2.698], [-0.486, -2.519, -3.417], [-0.150, -2.530, -1.678], [0.719, -1.405, -2.731], [9.688, -7.288, 0.981], [8.323, -7.656, 1.045], [7.401, -6.660, 1.006], [6.068, -7.059, 1.113], [5.060, -6.123, 1.073], [5.350, -4.764, 0.923], [6.677, -4.378, 0.830], [7.708, -5.312, 0.869], [4.238, -3.807, 0.848], [2.990, -4.087, 1.134], [2.301, -2.915, 0.915], [3.143, -1.924, 0.489], [4.390, -2.507, 0.449], [2.725, -0.595, 0.126], [3.525, 0.386, -0.411], [2.920, 1.616, -0.787], [1.581, 1.792, -0.550], [0.775, 0.885, 0.026], [1.335, -0.348, 0.315], [0.453, -1.350, 0.764], [-0.870, -1.011, 0.865], [-1.736, -1.952, 1.236], [-1.382, -3.255, 1.544], [-0.034, -3.614, 1.462], [0.890, -2.672, 1.069], [10.254, -8.212, 1.057], [9.960, -6.627, 1.808], [9.922, -6.798, 0.032], [5.852, -8.113, 1.220], [4.024, -6.424, 1.156], [6.944, -3.331, 0.742], [8.731, -4.974, 0.790], [5.243, -2.073, 0.145], [4.584, 0.219, -0.569], [3.489, 2.406, -1.257], [1.107, 2.721, -0.829], [-2.776, -1.643, 1.274], [-2.143, -3.962, 1.843], [0.300, -4.616, 1.698], [-5.590, -1.003, 0.850], [-6.583, -2.825, 0.889], [-6.490, -3.814, 1.842], [-7.298, -4.943, 1.562], [-8.003, -4.797, 0.400], [-7.678, -3.302, -0.347], [-5.862, -3.716, 2.716], [-7.352, -5.822, 2.188], [-8.691, -5.495, -0.049]]}

***

{"formula": "C46H51N5O5S3SbSc", "method": "the ωB97M-V functional and the def2-TZVPD basis", "homo_ev": [0.2, -0.3], "lumo_energy_ev": [3.92, 3.93], "multiplicity": 1, "charge": -2, "relative_energy_ev": 0.224, "gap_ev": [3.67, 4.19], "elements": ["Sc", "C", "C", "C", "C", "C", "C", "C", "S", "O", "O", "N", "C", "C", "C", "C", "C", "N", "H", "H", "H", "H", "H", "H", "H", "H", "H", "H", "H", "C", "C", "C", "C", "C", "C", "C", "S", "O", "O", "N", "C", "C", "C", "C", "C", "C", "C", "C", "N", "C", "H", "H", "H", "H", "H", "H", "H", "H", "H", "H", "H", "H", "H", "S", "C", "C", "C", "C", "C", "C", "C", "C", "C", "N", "H", "H", "H", "H", "H", "H", "C", "C", "Sb", "C", "C", "C", "C", "H", "H", "H", "H", "H", "H", "H", "H", "H", "H", "H", "H", "H", "H", "H", "C", "O", "C", "C", "H", "H", "H", "H", "H", "H"], "positions_angstrom": [[-0.247, -0.844, -0.387], [2.717, 1.265, 6.906], [1.554, 1.120, 5.962], [0.365, 1.813, 6.179], [-0.690, 1.718, 5.287], [-0.561, 0.914, 4.162], [0.604, 0.202, 3.944], [1.660, 0.311, 4.837], [-1.888, 0.816, 2.980], [-3.091, 0.534, 3.748], [-1.898, 2.066, 2.261], [-1.484, -0.332, 1.966], [-1.945, -1.603, 2.051], [-2.568, -2.241, 3.149], [-2.976, -3.544, 3.006], [-2.782, -4.221, 1.799], [-2.141, -3.540, 0.786], [-1.715, -2.285, 0.914], [2.410, 1.723, 7.848], [3.495, 1.892, 6.465], [3.168, 0.297, 7.126], [0.272, 2.446, 7.055], [-1.609, 2.264, 5.452], [0.678, -0.423, 3.068], [2.577, -0.228, 4.630], [-2.729, -1.694, 4.065], [-3.454, -4.043, 3.842], [-3.108, -5.242, 1.654], [-1.943, -4.001, -0.175], [5.433, 3.421, -4.228], [4.395, 3.132, -3.179], [4.099, 1.829, -2.805], [3.148, 1.556, -1.830], [2.476, 2.600, -1.220], [2.767, 3.911, -1.572], [3.715, 4.172, -2.546], [1.178, 2.319, -0.015], [1.463, 3.262, 1.047], [-0.051, 2.542, -0.746], [1.243, 0.795, 0.418], [2.372, 0.353, 1.129], [3.483, 1.128, 1.476], [4.558, 0.561, 2.152], [4.548, -0.772, 2.511], [3.444, -1.583, 2.199], [3.360, -2.948, 2.599], [2.177, -3.637, 2.316], [1.170, -3.026, 1.611], [1.227, -1.747, 1.138], [2.353, -1.016, 1.482], [5.723, 2.508, -4.750], [6.336, 3.851, -3.787], [5.063, 4.130, -4.970], [4.612, 1.002, -3.285], [2.913, 0.537, -1.567], [2.246, 4.719, -1.076], [3.932, 5.199, -2.825], [3.504, 2.182, 1.255], [5.405, 1.188, 2.409], [5.379, -1.211, 3.054], [4.173, -3.398, 3.155], [2.037, -4.664, 2.633], [0.278, -3.581, 1.364], [-2.414, -3.959, -3.462], [-3.628, -2.829, -3.038], [-3.141, -1.847, -2.227], [-1.741, -1.940, -1.889], [-1.253, -3.062, -2.511], [0.116, -3.528, -2.374], [0.685, -4.510, -3.195], [2.010, -4.844, -3.012], [2.747, -4.191, -2.032], [2.108, -3.235, -1.259], [0.823, -2.925, -1.406], [-4.636, -2.943, -3.408], [-3.801, -1.063, -1.871], [0.094, -4.976, -3.972], [2.470, -5.601, -3.639], [3.793, -4.408, -1.862], [2.641, -2.692, -0.492], [-4.027, 4.236, -1.059], [-3.156, 3.384, -0.148], [-2.855, 1.320, -0.690], [-3.535, 1.450, -2.759], [-5.013, 1.414, -3.123], [-4.584, 0.547, 0.370], [-5.951, 1.198, 0.200], [-4.071, 5.271, -0.704], [-5.053, 3.867, -1.110], [-3.646, 4.267, -2.081], [-3.559, 3.341, 0.864], [-2.153, 3.797, -0.057], [-3.012, 0.634, -3.258], [-3.074, 2.369, -3.133], [-5.469, 0.467, -2.826], [-5.156, 1.514, -4.205], [-5.579, 2.211, -2.641], [-4.266, 0.657, 1.409], [-4.629, -0.529, 0.186], [-5.904, 2.270, 0.404], [-6.679, 0.772, 0.898], [-6.353, 1.075, -0.807], [1.596, -1.131, -4.383], [1.621, -0.875, -3.001], [0.555, -0.145, -2.418], [-0.021, 0.872, -3.352], [2.467, -1.751, -4.609], [1.649, -0.220, -4.991], [0.692, -1.684, -4.674], [0.747, 1.530, -3.794], [-0.688, 1.525, -2.792], [-0.599, 0.446, -4.190]]}

***

{"formula": "C46H52N9OW", "method": "the ωB97M-V functional and the def2-TZVPD basis", "s_squared": 2.03, "homo_ev": [-7.2, -7.2], "lumo_energy_ev": [-2.92, -3.04], "multiplicity": 3, "charge": 1, "relative_energy_ev": 3.785, "gap_ev": [4.24, 4.13], "elements": ["W", "C", "C", "C", "N", "C", "C", "C", "C", "C", "C", "C", "N", "C", "C", "C", "N", "C", "C", "C", "C", "C", "C", "C", "N", "C", "C", "H", "H", "H", "H", "H", "H", "H", "H", "H", "H", "H", "H", "H", "H", "H", "H", "H", "H", "H", "H", "H", "H", "H", "H", "H", "H", "N", "C", "C", "C", "N", "H", "H", "H", "H", "C", "C", "N", "O", "H", "H", "H", "H", "H", "C", "C", "C", "C", "N", "C", "C", "H", "H", "H", "H", "H", "H", "H", "N", "C", "C", "C", "C", "C", "C", "C", "C", "C", "C", "C", "C", "C", "H", "H", "H", "H", "H", "H", "H", "H", "H", "H"], "positions_angstrom": [[0.586, 0.735, 0.480], [-2.554, 0.150, 0.885], [-2.367, -0.159, 2.351], [-1.366, 0.668, 3.131], [-0.103, 1.092, 2.483], [0.599, 1.961, 3.256], [0.305, 2.176, 4.605], [0.807, 3.088, 5.542], [1.685, 4.128, 5.389], [2.367, 4.429, 4.210], [2.416, 3.737, 3.026], [1.745, 2.564, 2.586], [2.074, 1.951, 1.468], [3.341, 2.351, 0.846], [3.768, 1.397, -0.250], [2.915, 1.615, -1.479], [1.504, 1.667, -1.121], [0.695, 2.336, -1.981], [0.991, 2.454, -3.327], [0.333, 3.140, -4.355], [-0.694, 4.041, -4.271], [-1.352, 4.421, -3.097], [-1.282, 3.902, -1.828], [-0.495, 2.842, -1.311], [-0.660, 2.311, -0.108], [-1.819, 2.660, 0.721], [-2.902, 1.604, 0.555], [-3.440, -0.409, 0.579], [-0.978, -1.115, 0.770], [-2.121, -1.218, 2.433], [-3.329, -0.031, 2.854], [-1.120, 0.082, 4.020], [-1.863, 1.577, 3.491], [-0.426, 1.509, 5.029], [0.392, 2.966, 6.537], [1.858, 4.768, 6.244], [2.984, 5.321, 4.235], [3.064, 4.182, 2.286], [4.107, 2.393, 1.625], [3.256, 3.357, 0.416], [3.684, 0.370, 0.106], [4.813, 1.579, -0.505], [3.114, 0.837, -2.223], [3.181, 2.575, -1.935], [1.845, 1.872, -3.652], [0.732, 2.959, -5.346], [-1.010, 4.523, -5.187], [-2.064, 5.232, -3.208], [-1.946, 4.377, -1.124], [-2.226, 3.632, 0.459], [-1.487, 2.748, 1.750], [-3.256, 1.640, -0.475], [-3.757, 1.873, 1.184], [1.018, -1.514, 3.980], [1.162, -2.291, 5.074], [0.305, -3.353, 4.914], [-0.325, -3.113, 3.676], [0.115, -1.997, 3.112], [1.473, -0.642, 3.763], [1.844, -2.032, 5.866], [0.139, -4.171, 5.592], [-1.079, -3.701, 3.175], [1.829, -3.199, 0.689], [2.464, -1.980, 1.270], [3.609, -2.154, 1.935], [2.011, -0.827, 1.162], [1.373, -3.775, 1.494], [2.574, -3.817, 0.188], [1.069, -2.900, -0.023], [3.994, -3.072, 2.075], [4.059, -1.365, 2.371], [2.542, -2.514, -5.435], [2.139, -1.959, -4.100], [0.921, -1.334, -3.898], [0.599, -0.847, -2.638], [1.384, -0.965, -1.569], [2.579, -1.536, -1.780], [2.991, -2.036, -2.997], [1.726, -2.445, -6.152], [2.834, -3.560, -5.345], [3.399, -1.969, -5.835], [0.199, -1.215, -4.696], [-0.332, -0.331, -2.500], [3.257, -1.599, -0.937], [3.975, -2.480, -3.085], [-1.414, -0.471, 0.100], [-1.955, -1.407, -0.933], [-2.395, -0.935, -2.190], [-2.880, -1.842, -3.182], [-3.216, -1.432, -4.450], [-3.103, -0.094, -4.852], [-2.655, 0.813, -3.910], [-2.324, 0.413, -2.619], [-2.554, -2.617, -0.328], [-3.938, -2.841, -0.413], [-4.542, -3.948, 0.163], [-3.784, -4.883, 0.856], [-2.414, -4.688, 0.959], [-1.820, -3.574, 0.381], [-2.956, -2.894, -2.934], [-3.568, -2.173, -5.158], [-3.365, 0.215, -5.854], [-2.566, 1.862, -4.171], [-1.979, 1.158, -1.922], [-4.545, -2.124, -0.955], [-5.614, -4.079, 0.076], [-4.252, -5.752, 1.300], [-1.801, -5.423, 1.469], [-0.750, -3.455, 0.453]]}

***

{"formula": "C46H53Cl3N7OP2SSi3Y", "method": "the ωB97M-V functional and the def2-TZVPD basis", "homo_ev": -6.8, "lumo_energy_ev": -0.32, "multiplicity": 1, "charge": 0, "relative_energy_ev": 0.000, "gap_ev": 6.51, "elements": ["Y", "C", "Si", "C", "C", "N", "P", "C", "P", "N", "Si", "C", "C", "C", "C", "C", "C", "C", "C", "C", "C", "C", "C", "C", "C", "C", "C", "C", "C", "C", "C", "C", "C", "C", "C", "C", "C", "C", "H", "H", "H", "H", "H", "H", "H", "H", "H", "H", "H", "H", "H", "H", "H", "H", "H", "H", "H", "H", "H", "H", "H", "H", "H", "H", "H", "H", "H", "H", "H", "H", "H", "H", "H", "H", "H", "H", "C", "N", "C", "C", "N", "C", "S", "C", "C", "C", "C", "C", "N", "H", "H", "H", "H", "H", "H", "H", "H", "H", "Cl", "Si", "Cl", "Cl", "N", "C", "O", "C", "C", "C", "N", "C", "C", "H", "H", "H", "H", "H", "H"], "positions_angstrom": [[-0.689, 0.603, -0.254], [0.399, 1.877, 4.914], [-0.682, 1.657, 3.372], [-1.688, 3.250, 3.344], [-1.996, 0.378, 3.976], [0.000, 1.240, 1.842], [1.570, 0.745, 1.662], [1.449, -0.225, 0.270], [0.985, -1.861, 0.084], [-0.616, -1.781, -0.036], [-1.780, -3.033, -0.151], [-3.066, -2.923, -1.518], [-1.044, -4.806, -0.351], [-2.824, -2.863, 1.406], [1.904, -2.548, -1.359], [1.271, -3.279, -2.320], [1.934, -3.705, -3.451], [3.254, -3.267, -3.673], [3.919, -2.549, -2.707], [3.229, -2.197, -1.544], [1.579, -2.951, 1.352], [2.990, -3.025, 1.601], [3.489, -3.928, 2.498], [2.691, -4.735, 3.279], [1.303, -4.572, 3.186], [0.737, -3.689, 2.220], [2.578, 2.221, 1.276], [2.392, 3.458, 1.909], [3.035, 4.590, 1.434], [3.848, 4.532, 0.314], [4.074, 3.281, -0.283], [3.433, 2.151, 0.188], [2.325, -0.062, 3.054], [3.654, 0.170, 3.440], [4.324, -0.529, 4.431], [3.550, -1.470, 5.201], [2.187, -1.656, 4.878], [1.595, -0.996, 3.771], [-0.069, 2.600, 5.647], [1.400, 2.144, 4.658], [0.470, 0.887, 5.409], [-2.161, 3.414, 4.346], [-2.429, 3.238, 2.584], [-1.113, 4.160, 3.121], [-2.569, 0.875, 4.771], [-1.632, -0.544, 4.453], [-2.616, 0.069, 3.171], [-2.707, -2.583, -2.494], [-3.787, -2.196, -1.224], [-3.579, -3.872, -1.617], [-1.327, -5.353, 0.589], [0.060, -4.799, -0.367], [-1.348, -5.411, -1.194], [-2.381, -2.895, 2.398], [-3.627, -3.620, 1.497], [-3.332, -1.898, 1.349], [0.199, -3.464, -2.119], [1.496, -4.414, -4.234], [3.735, -3.518, -4.596], [4.983, -2.258, -2.850], [3.695, -1.561, -0.803], [3.681, -2.388, 1.080], [4.537, -3.981, 2.602], [3.094, -5.374, 4.044], [0.733, -5.132, 3.945], [-0.345, -3.606, 2.159], [1.717, 3.508, 2.806], [2.911, 5.519, 1.933], [4.365, 5.423, -0.103], [4.718, 3.148, -1.130], [3.565, 1.193, -0.289], [4.191, 0.924, 2.935], [5.361, -0.351, 4.620], [3.958, -1.978, 6.028], [1.518, -2.264, 5.439], [0.606, -1.273, 3.487], [-5.135, 2.059, 2.238], [-4.740, 2.548, 0.941], [-5.010, 3.829, 0.564], [-4.695, 3.938, -0.745], [-4.109, 2.759, -1.121], [-4.156, 1.900, -0.092], [-3.705, 0.266, -0.132], [-3.506, 2.712, -2.419], [-4.233, 3.354, -3.439], [-3.659, 3.398, -4.688], [-2.354, 2.994, -4.847], [-1.719, 2.359, -3.772], [-2.247, 2.182, -2.551], [-4.868, 2.805, 2.957], [-4.531, 1.182, 2.403], [-6.183, 1.803, 2.301], [-5.431, 4.471, 1.305], [-4.685, 4.860, -1.270], [-5.269, 3.573, -3.244], [-4.128, 3.825, -5.536], [-1.863, 3.330, -5.727], [-0.708, 2.106, -3.835], [-0.283, 5.807, 0.980], [-1.222, 4.230, -0.088], [0.513, 3.168, -1.066], [-1.855, 5.365, -1.819], [0.333, -1.459, -7.537], [1.306, -1.168, -6.635], [2.475, -1.249, -6.908], [0.823, -0.846, -5.245], [-0.517, -0.840, -4.855], [-0.856, -0.490, -3.568], [0.059, -0.022, -2.709], [1.318, 0.153, -3.109], [1.762, -0.309, -4.366], [0.719, -1.716, -8.450], [-0.607, -1.298, -7.358], [-1.199, -1.267, -5.536], [-1.921, -0.615, -3.218], [2.032, 0.609, -2.392], [2.768, -0.182, -4.720]]}